1.
67
Properties=species:S:1:pos:R:3 method="wB97M-V/def2-TZVPD" gap_ev="6.37 / 6.61" spin_multiplicity=5 de_lowest_kcal_mol=8.4 total_charge=+2 homo_energy_ev="-13.8 / -13.8" mol_weight_g_mol=628.40
Mn -0.2114 0.1272 0.7721
C -1.9032 4.0639 1.2125
O -1.6299 3.4323 2.5276
C -1.3200 2.2024 2.2627
N -1.2297 1.8321 1.0315
C -1.4007 3.0277 0.1815
C -2.3456 2.8096 -0.9694
C -2.2163 3.6235 -2.0907
C -3.1052 3.5003 -3.1467
C -4.1184 2.5522 -3.0977
C -4.2413 1.7300 -1.9865
C -3.3601 1.8617 -0.9220
C -1.1005 1.1741 3.2968
C -1.2971 1.2166 4.6620
C -1.1573 0.0221 5.3660
C -0.8863 -1.1734 4.7096
C -0.7062 -1.1241 3.3372
N -0.7668 0.0339 2.6914
C -0.5717 -2.2431 2.3845
N -0.5743 -2.0342 1.1193
C -0.6065 -3.3899 0.4870
C -0.3235 -4.3211 1.6838
O -0.5171 -3.4662 2.8498
C 0.3059 -3.5873 -0.7063
C 0.3464 -2.6474 -1.7324
C 1.0902 -2.8884 -2.8805
C 1.8054 -4.0702 -3.0232
C 1.7464 -5.0225 -2.0184
C 0.9945 -4.7865 -0.8750
H -1.3685 5.0072 1.2040
H -2.9791 4.2183 1.1684
H -0.4139 3.2947 -0.2010
H -1.4102 4.3452 -2.1483
H -3.0046 4.1438 -4.0102
H -4.8103 2.4547 -3.9232
H -5.0290 0.9899 -1.9417
H -3.4857 1.2236 -0.0538
H -1.5662 2.1393 5.1564
H -1.3026 0.0175 6.4379
H -0.8411 -2.1158 5.2364
H -1.6343 -3.5401 0.1424
H 0.7038 -4.6739 1.7254
H -1.0193 -5.1491 1.7758
H -0.2484 -1.7458 -1.6702
H 1.0683 -2.1670 -3.6893
H 2.3728 -4.2629 -3.9236
H 2.2694 -5.9625 -2.1288
H 0.9435 -5.5693 -0.1309
N 3.2172 -0.5853 -1.3660
C 2.8174 0.7906 -0.8756
C 3.9164 1.7852 -1.2275
P 2.4504 0.6358 0.9232
O 3.8667 0.6038 1.6068
O 1.5300 1.7403 1.3322
O 1.7349 -0.7065 1.0127
P 1.2309 1.2803 -1.7065
O 1.4470 0.5368 -3.1049
O 1.0847 2.7303 -1.7827
O 0.1127 0.4443 -1.0132
H 4.1710 -0.8099 -1.0729
H 3.1712 -0.6188 -2.3892
H 2.5791 -1.3085 -0.9991
H 4.8583 1.5006 -0.7561
H 3.6307 2.7748 -0.8758
H 4.0578 1.8518 -2.3077
H 4.0242 1.2205 2.3334
H 1.1550 1.0307 -3.8831

---

2.
60
Properties=species:S:1:pos:R:3 method="wB97M-V/def2-TZVPD" gap_ev=8.52 smiles="CCOC(=O)N1CCC(NC(=O)c2cn(-c3ccc(OC)cc3)c(=O)c3ccccc23)CC1" de_lowest_kcal_mol=0.0 homo_energy_ev=-8.0 mol_weight_g_mol=449.51
C 0.6201 0.9304 -2.4894
C 1.4690 -0.1050 -3.2132
H 0.8549 -0.7280 -3.8670
H 2.2546 0.3873 -3.7947
O 2.0723 -1.0158 -2.2965
C 3.2710 -0.6435 -1.7875
O 3.8501 0.3752 -2.0906
N 3.7542 -1.5573 -0.9163
C 2.9776 -2.6627 -0.3932
H 1.9327 -2.4968 -0.6559
C 3.1444 -2.7483 1.1303
H 3.9738 -3.4043 1.3960
H 2.2361 -3.1471 1.5800
C 3.4281 -1.3550 1.7100
N 2.3886 -0.4117 1.3427
C 1.1481 -0.4556 1.8816
O 0.8271 -1.2516 2.7433
C 0.1950 0.5275 1.2902
C -1.0488 0.0736 1.0002
N -1.9962 0.8176 0.3713
C -1.7633 2.1332 -0.0336
O -2.6179 2.7681 -0.6212
C -0.4505 2.6689 0.3268
C -0.1833 4.0023 0.0039
C 1.0163 4.5788 0.3492
C 1.9615 3.8334 1.0505
C 1.7184 2.5182 1.3732
C 0.5190 1.8977 0.9960
H 2.4464 1.9636 1.9452
H 2.8925 4.2932 1.3481
H 1.2214 5.6072 0.0942
H -0.9498 4.5577 -0.5149
C -3.2721 0.2349 0.1374
C -3.8449 0.2672 -1.1296
C -5.0790 -0.3069 -1.3374
C -5.7648 -0.9274 -0.2905
C -5.1859 -0.9580 0.9744
C -3.9482 -0.3756 1.1824
H -3.5113 -0.3893 2.1702
H -5.6879 -1.4233 1.8075
O -6.9713 -1.4644 -0.6085
C -7.7219 -2.0886 0.4055
H -8.6384 -2.4283 -0.0741
H -7.1929 -2.9507 0.8247
H -7.9726 -1.3886 1.2087
H -5.5403 -0.2899 -2.3116
H -3.3263 0.7475 -1.9431
H -1.3245 -0.9448 1.2344
H 2.5492 0.1587 0.5276
C 4.7805 -0.8471 1.2008
H 5.5811 -1.2223 1.8378
C 5.0127 -1.3169 -0.2468
H 5.5586 -0.5657 -0.8184
H 5.5799 -2.2520 -0.2591
H 4.7956 0.2423 1.2516
H 3.4209 -1.4203 2.8041
H 3.3034 -3.5977 -0.8649
H 0.1024 1.5533 -3.2128
H -0.1150 0.4363 -1.8578
H 1.2495 1.5664 -1.8711

---

3.
62
Properties=species:S:1:pos:R:3 method="wB97M-V/def2-TZVPD" gap_ev=9.21 smiles="CCN(c1ccccc1)S(=O)(=O)c1cccc(C(=O)N2CCN(S(=O)(=O)c3ccccc3)CC2)c1" de_lowest_kcal_mol=34.3 homo_energy_ev=-8.7 mol_weight_g_mol=513.64
C -2.7932 1.0789 1.4455
H -2.2283 1.2348 0.5305
C -3.2199 -0.3788 1.5765
N -2.1246 -1.2986 1.3371
C -0.9810 -1.2973 2.1302
C -0.9750 -0.8019 3.4342
C 0.1832 -0.8324 4.1891
C 1.3558 -1.3467 3.6633
C 1.3555 -1.8434 2.3703
C 0.2026 -1.8196 1.6084
H 0.2040 -2.2256 0.6096
H 2.2612 -2.2558 1.9502
H 2.2574 -1.3695 4.2563
H 0.1606 -0.4633 5.2046
H -1.8803 -0.4126 3.8713
S -2.4545 -2.6897 0.4576
O -1.8343 -3.8137 1.0977
O -3.8702 -2.7448 0.2392
C -1.6759 -2.4890 -1.1506
C -1.1156 -1.2990 -1.5649
C -0.5291 -1.2344 -2.8254
C -0.5460 -2.3485 -3.6572
C -1.1227 -3.5331 -3.2278
C -1.6857 -3.6070 -1.9647
H -2.1342 -4.5144 -1.5930
H -1.1325 -4.3956 -3.8765
H -0.1071 -2.2824 -4.6418
C 0.0465 0.0605 -3.3252
O -0.6077 0.8331 -3.9919
N 1.3592 0.2645 -3.0500
C 2.1667 -0.5582 -2.1866
H 3.1345 -0.7154 -2.6772
H 1.6904 -1.5269 -2.0373
C 2.3697 0.1577 -0.8338
N 2.3403 1.5955 -1.0024
S 0.9161 2.3538 -0.5025
O 0.7314 3.5267 -1.3000
O -0.1539 1.3990 -0.4026
C 1.4060 2.8378 1.1460
C 1.1403 2.0064 2.2156
C 1.5688 2.3771 3.4801
C 2.2547 3.5681 3.6568
C 2.5124 4.3965 2.5750
C 2.0872 4.0287 1.3096
H 2.2578 4.6530 0.4474
H 3.0414 5.3264 2.7183
H 2.5866 3.8556 4.6433
H 1.3652 1.7335 4.3214
H 0.5949 1.0908 2.0538
C 2.8525 2.0398 -2.2806
H 2.8518 3.1284 -2.2726
C 1.9736 1.5236 -3.4307
H 2.5697 1.3884 -4.3416
H 1.1626 2.2260 -3.6373
H 3.8825 1.6825 -2.3686
H 1.5674 -0.1002 -0.1422
H 3.3283 -0.1310 -0.3881
H -1.1142 -0.4299 -0.9259
H -3.6728 -0.5611 2.5597
H -3.9671 -0.6241 0.8213
H -2.1659 1.3827 2.2805
H -3.6766 1.7115 1.4267

---

4.
69
Properties=species:S:1:pos:R:3 method="wB97M-V/def2-TZVPD" gap_ev="4.12 / 7.53" spin_multiplicity=3 de_lowest_kcal_mol=7.9 total_charge=-2 homo_energy_ev="0.5 / -3.0" mol_weight_g_mol=633.47
Ti -1.3009 0.0798 0.5524
O -4.6059 2.4070 -0.3215
C -3.6217 1.8948 0.2198
O -3.3750 0.6237 0.2965
C -2.5599 2.7126 0.8820
C -2.5473 4.0694 1.0886
C -1.4755 4.6456 1.7890
C -0.4587 3.8075 2.2924
C -0.5171 2.4623 2.0489
N -1.5328 1.9283 1.3165
C 0.4327 1.4012 2.5301
O 1.3833 1.6811 3.2637
O 0.0949 0.2167 2.1341
H -3.3717 4.6610 0.7104
H -1.4405 5.7152 1.9583
H 0.3692 4.1931 2.8740
C -2.5046 2.1189 -3.7271
O -3.4159 1.0148 -3.7139
C -3.1439 0.1321 -2.7201
O -2.1476 0.1837 -2.0485
N -4.1243 -0.8155 -2.6356
N -4.1729 -1.6528 -1.5023
H -2.7684 2.7068 -4.6036
H -1.4754 1.7678 -3.7825
H -2.6208 2.7105 -2.8188
H -5.0276 -0.5401 -2.9795
H -3.3759 -2.2779 -1.5630
H -4.0191 -1.0573 -0.6846
N 4.9858 -3.3578 1.9709
C 3.7903 -3.2909 1.2205
C 3.3372 -2.0647 0.7367
C 2.1739 -1.9894 -0.0050
C 1.4609 -3.1530 -0.2717
C 1.8954 -4.3768 0.2037
C 3.0699 -4.4483 0.9396
S -0.0818 -3.0073 -1.1319
O -0.6212 -4.3371 -1.3047
O 0.1444 -2.2283 -2.3157
N -0.9591 -2.1148 -0.1113
C -1.3639 -2.6165 1.0748
N -1.1206 -3.8528 1.5425
C -1.5759 -4.1078 2.7602
C -2.2549 -3.1903 3.5457
C -2.4395 -1.9316 2.9924
N -2.0210 -1.6547 1.7763
H 5.1838 -2.4872 2.4429
H 4.9753 -4.1133 2.6400
H 3.8810 -1.1577 0.9771
H 1.7968 -1.0306 -0.3532
H 1.2949 -5.2562 0.0111
H 3.4176 -5.4034 1.3207
H -1.3774 -5.1094 3.1349
H -2.5967 -3.4353 4.5408
H -2.9244 -1.1228 3.5279
C 3.2058 1.4900 -2.6929
C 2.5720 2.1690 -1.4718
C 3.5581 2.1306 -0.2943
C 2.2525 3.6317 -1.8106
C 1.3371 1.4696 -1.0835
C 0.3380 0.8846 -0.6975
H 4.1334 1.9995 -2.9795
H 2.5162 1.5093 -3.5383
H 3.4314 0.4453 -2.4722
H 4.4783 2.6747 -0.5397
H 3.8165 1.0974 -0.0545
H 3.1048 2.5683 0.5959
H 3.1661 4.1720 -2.0848
H 1.7924 4.1240 -0.9526
H 1.5497 3.6820 -2.6445

---

5.
54
Properties=species:S:1:pos:R:3 method="wB97M-V/def2-TZVPD" gap_ev=5.52 de_lowest_kcal_mol=0.0 total_charge=+1 homo_energy_ev=-10.9 mol_weight_g_mol=359.49
C 0.5366 -7.6089 0.2741
C 0.4015 -6.3237 -0.5602
C -0.9842 -5.6959 -0.4413
C -1.2666 -4.4689 -1.2986
O -0.8871 -3.2833 -0.5524
C -0.9692 -2.1264 -1.1156
C -0.3750 -0.8921 -0.5548
H 1.5532 -8.0083 0.1995
H 0.3307 -7.4178 1.3339
H -0.1496 -8.3917 -0.0755
H 1.1630 -5.6005 -0.2415
H 0.5975 -6.5608 -1.6157
H -1.7040 -6.4587 -0.7705
H -1.2045 -5.4724 0.6089
H -0.7018 -4.4831 -2.2367
H -2.3357 -4.4022 -1.5311
H -1.2056 -2.0837 -2.1806
H -0.1673 -0.3615 -1.5021
H 0.5832 -1.1359 -0.0850
C 4.8857 5.3584 -0.1654
C 3.5772 5.8482 -0.2411
C 2.6407 5.5040 0.7299
C 3.0479 4.6722 1.7754
O 2.0885 4.1455 2.6513
C 1.2533 3.1783 2.0904
C 1.6575 1.8370 2.1109
C 0.8780 0.8890 1.4492
C -0.3349 1.2269 0.8270
C -1.1982 0.0910 0.2769
C -2.4495 0.4746 -0.5062
C -3.4915 -0.4493 -0.5278
C -4.7024 -0.1601 -1.1527
C -4.8951 1.0948 -1.7570
C -3.8291 2.0002 -1.8037
C -2.5912 1.6452 -1.2552
C -0.7425 2.5660 0.9052
C 0.0600 3.5552 1.4783
C 4.3649 4.2265 1.9060
C 5.2723 4.5427 0.9033
H 5.6091 5.6238 -0.9357
H 3.2727 6.5032 -1.0581
H 1.6085 5.8473 0.6897
H 2.5756 1.5611 2.6280
H 1.2213 -0.1409 1.4727
H -1.5990 -0.4335 1.1745
H -3.3367 -1.4174 -0.0514
H -5.4988 -0.9044 -1.1650
H -5.8628 1.3628 -2.1663
H -3.9465 2.9840 -2.2585
H -1.7301 2.3003 -1.3872
H -1.7099 2.8736 0.5253
H -0.2366 4.6044 1.4507
H 4.6344 3.6104 2.7658
H 6.2918 4.1552 0.9662

---

6.
76
Properties=species:S:1:pos:R:3 method="wB97M-V/def2-TZVPD" gap_ev=6.08 de_lowest_kcal_mol=23.8 homo_energy_ev=-7.1 mol_weight_g_mol=1133.37
W 0.5114 -0.0087 0.0508
O -3.2168 -0.4438 0.0024
S -2.0807 -0.9781 -0.6646
O -1.0536 -0.1297 -1.4082
O -1.0051 -1.2703 0.5159
C -2.2202 -2.6696 -1.1570
C -3.5164 -3.1201 -1.3288
C -3.7394 -4.3927 -1.8330
C -2.6677 -5.1791 -2.2052
C -1.3661 -4.7309 -2.0102
C -1.1237 -3.4819 -1.4587
S 0.5623 -3.2232 -0.9297
O 1.4179 -4.0543 -1.7294
O 0.5472 -3.5324 0.4781
O 0.8673 -1.7622 -1.2129
H -4.3374 -2.4620 -1.0811
H -4.7516 -4.7491 -1.9596
H -2.8366 -6.1559 -2.6384
H -0.5194 -5.3525 -2.2600
S -4.0523 2.6057 -4.3819
As -3.8200 1.5735 -2.5971
S -0.9253 1.4646 1.4125
S -0.4932 2.2951 -0.3250
S -3.3247 -0.4395 -3.0162
N -0.5454 2.8337 -3.6429
C -0.3515 1.6534 -4.2312
N -1.1929 1.2813 -5.1934
N 0.6726 0.8241 -3.9570
C 1.1482 0.7915 -2.7779
N 1.5676 0.6157 -1.6938
H -1.4656 3.2726 -3.7050
H 0.0141 3.0584 -2.8343
H -2.1156 1.7114 -5.2411
H -1.1096 0.3225 -5.4912
N 3.9687 -2.9887 0.4296
C 4.3756 -2.2215 -0.6421
C 3.5854 -1.1261 -0.6218
N 2.7036 -1.2006 0.4493
C 2.9564 -2.3524 1.0318
H 4.2892 -3.9128 0.6670
H 5.1673 -2.5221 -1.2992
H 3.6100 -0.2724 -1.2719
H 2.4625 -2.7382 1.9043
S 0.7715 -0.9132 2.5920
C 0.7650 0.0758 3.9783
N 0.6489 1.4169 4.0200
C 0.6684 2.1654 5.1478
C 0.8114 1.5768 6.3624
C 0.9365 0.1711 6.3905
C 0.9163 -0.5595 5.2426
H 0.4939 1.8885 3.1250
H 0.5672 3.2287 4.9937
H 0.8293 2.1724 7.2601
H 1.0519 -0.3360 7.3388
H 1.0140 -1.6347 5.2537
C 7.2603 2.8699 -2.7593
C 6.0992 2.6319 -1.8347
C 4.8973 3.2915 -2.0060
C 3.8139 3.0990 -1.1509
C 2.5964 3.9475 -1.3666
C 3.9296 2.1735 -0.1016
Te 2.3835 1.7434 1.2476
C 5.1755 1.5370 0.1260
C 5.4548 0.6351 1.3009
C 6.2242 1.7737 -0.7525
H 6.9769 3.5094 -3.5935
H 7.6377 1.9306 -3.1645
H 8.0860 3.3520 -2.2341
H 4.7940 3.9960 -2.8233
H 2.7465 4.6108 -2.2169
H 2.3703 4.5492 -0.4844
H 1.7172 3.3362 -1.5352
H 5.2486 1.1312 2.2476
H 6.5037 0.3391 1.2953
H 4.8408 -0.2615 1.2818
H 7.1712 1.2769 -0.5782